Entry 1:
Molecular formula: C7H10
Method: DFT, ωB97M-V/def2-TZVPD

```
17
Properties=species:S:1:pos:R:3:forces:R:3
C -1.357 -1.936 0.566 0.68 -0.91 -0.34
C -1.171 -2.876 1.393 0.14 -0.23 0.06
C -2.272 -0.920 0.007 -1.62 0.16 0.88
C -0.836 -0.808 -0.323 -0.96 0.10 2.47
C 1.218 -0.315 1.229 -1.46 -0.82 -1.92
C 0.649 0.936 -0.984 0.54 -0.32 1.00
C 0.067 0.271 0.259 1.78 -1.83 0.11
H -3.138 -1.167 -0.627 0.97 -0.19 -0.17
H -2.629 -0.516 0.955 0.02 1.20 -0.57
H -0.579 -1.230 -1.239 0.52 -0.38 -1.63
H 1.943 -1.032 0.646 -1.29 1.56 1.24
H 0.569 -0.887 1.899 0.82 -0.29 0.39
H 1.687 0.503 1.779 0.27 -0.25 -0.27
H 1.075 0.164 -1.697 -0.12 1.05 1.01
H 1.404 1.639 -0.538 -0.68 -0.16 -1.46
H -0.253 1.328 -1.431 0.36 1.06 -0.75
H -0.546 0.941 0.856 0.04 0.25 -0.06
```
Forces are in eV/Å.

Values from the calculation:
ΔE to the lowest compared entry with this formula, charge and spin   5.5804 eV
LUMO energy   0.060 eV
Kohn-Sham gap   9.80 eV

Mulliken population analysis, charges in e, atoms 1 to 4: number 1, C, carries 0.10; number 2, C, carries -0.19; number 3, C, carries -0.61; number 4, C, carries -0.57

Entry 2:
Molecular formula: C7H10
Method: DFT, ωB97M-V/def2-TZVPD

```
17
Properties=species:S:1:pos:R:3:forces:R:3
C 1.693 -0.413 2.127 -0.20 0.13 -0.24
C 0.962 -0.010 1.259 0.23 -0.13 0.25
C 0.042 0.429 0.226 0.02 -0.10 0.06
C -1.071 -0.565 -0.080 -0.04 0.03 -0.01
C -0.553 -1.812 -0.795 0.04 -0.08 -0.03
C 0.610 1.248 -0.911 0.13 -0.02 -0.16
C -0.237 1.909 0.130 -0.13 0.15 0.13
H 2.340 -0.763 2.902 -0.11 0.07 -0.15
H -1.827 -0.064 -0.698 0.10 -0.06 0.11
H -1.557 -0.842 0.864 0.07 0.06 -0.16
H -0.350 -1.610 -1.852 0.00 0.00 0.16
H -1.277 -2.630 -0.740 0.06 0.10 -0.05
H 0.379 -2.159 -0.339 -0.13 0.01 -0.01
H 1.677 1.443 -0.908 -0.16 -0.03 0.01
H 0.177 1.085 -1.895 0.06 0.01 0.17
H -1.248 2.194 -0.146 0.11 -0.04 0.05
H 0.240 2.561 0.855 -0.04 -0.11 -0.13
```
Forces are in eV/Å.

Values from the calculation:
ΔE to the lowest compared entry with this formula, charge and spin   2.3884 eV
LUMO energy   1.142 eV
Structure (SMILES)   C#CC1(CC)CC1
Kohn-Sham gap   10.48 eV

Mulliken population analysis, charges in e, atoms 1 to 4: number 1, C, carries 0.20; number 2, C, carries -1.01; number 3, C, carries 0.90; number 4, C, carries -0.68

Entry 3:
Molecular formula: C7H10
Method: DFT, ωB97M-V/def2-TZVPD

```
17
Properties=species:S:1:pos:R:3:forces:R:3
C 2.764 0.298 -0.143 0.12 0.04 0.02
C 1.496 -0.540 0.000 -0.05 0.11 -0.17
C 0.277 0.156 -0.428 0.08 -0.42 0.04
C -0.871 -0.747 -0.724 0.08 0.04 -0.01
C -1.987 -0.497 0.322 -0.08 -0.01 0.07
C -2.257 0.929 0.529 -0.15 0.50 0.07
C -2.437 2.109 0.682 0.04 -0.46 -0.07
H 2.905 0.570 -1.194 0.04 -0.07 0.15
H 3.656 -0.237 0.197 -0.12 0.05 -0.01
H 2.663 1.229 0.423 0.03 -0.14 -0.09
H 1.621 -1.583 -0.345 -0.06 0.14 -0.03
H 1.226 -0.627 1.079 -0.04 0.01 -0.10
H -1.260 -0.424 -1.701 0.06 -0.01 0.12
H -0.664 -1.832 -0.775 0.03 0.18 0.08
H -1.686 -0.953 1.274 -0.05 0.12 -0.12
H -2.899 -1.015 0.006 0.12 0.09 0.04
H -2.548 3.164 0.799 -0.04 -0.19 0.01
```
Forces are in eV/Å.

Values from the calculation:
ΔE to the lowest compared entry with this formula, charge and spin   5.4267 eV
LUMO energy   0.186 eV
Kohn-Sham gap   8.27 eV

Mulliken population analysis, charges in e, atoms 1 to 4: number 1, C, carries -1.12; number 2, C, carries -0.30; number 3, C, carries -0.36; number 4, C, carries -0.30

Entry 4:
Molecular formula: C7H10
Method: DFT, ωB97M-V/def2-TZVPD

```
17
Properties=species:S:1:pos:R:3:forces:R:3
C -1.638 -1.303 -0.189 -0.04 -0.06 -0.14
C -1.498 -0.052 0.622 -0.22 0.12 0.19
C -0.760 1.052 -0.146 -0.01 0.14 0.00
C 0.474 0.150 -0.155 0.02 0.06 0.02
C 1.781 0.462 0.498 0.05 0.08 0.20
C 1.695 0.373 -1.003 0.00 -0.07 -0.21
C -0.315 -1.004 0.442 0.24 -0.20 0.11
H -1.779 -1.284 -1.268 0.04 0.13 0.12
H -2.186 -2.094 0.320 0.10 0.14 -0.18
H -2.078 0.124 1.521 0.07 -0.13 -0.15
H -0.626 1.999 0.385 -0.04 -0.16 0.03
H -1.180 1.260 -1.140 0.08 -0.02 0.19
H 1.955 1.401 1.016 0.01 -0.02 -0.23
H 2.225 -0.409 0.980 -0.02 0.26 0.02
H 1.680 1.336 -1.514 -0.03 -0.25 -0.02
H 2.231 -0.401 -1.545 -0.16 -0.03 0.20
H 0.116 -1.654 1.198 -0.09 0.02 -0.15
```
Forces are in eV/Å.

Values from the calculation:
ΔE to the lowest compared entry with this formula, charge and spin   2.6447 eV
LUMO energy   1.182 eV
Structure (SMILES)   C1[C@@H]2CC3(CC3)[C@H]12
Kohn-Sham gap   10.28 eV

Mulliken population analysis, charges in e, atoms 1 to 4: number 1, C, carries -0.72; number 2, C, carries -0.05; number 3, C, carries -0.95; number 4, C, carries 0.85

Entry 5:
Molecular formula: C7H10
Method: DFT, ωB97M-V/def2-TZVPD

```
17
Properties=species:S:1:pos:R:3:forces:R:3
C -2.364 0.004 -0.323 -0.02 0.18 -0.05
C -2.104 1.243 -0.721 -0.06 -0.14 0.04
C 0.252 -1.060 0.372 -0.11 -0.12 -0.05
C 0.640 -1.301 -0.933 -0.01 -0.03 -0.15
C 1.805 -0.627 0.555 0.57 -0.03 0.20
C 1.663 0.845 0.622 0.03 0.11 -0.12
C 0.682 -0.062 1.313 -0.06 -0.03 0.19
H -2.349 -0.835 -1.015 -0.04 0.16 0.08
H -2.557 -0.239 0.718 -0.02 0.08 -0.16
H -1.878 1.473 -1.760 -0.06 -0.04 0.14
H -2.084 2.075 -0.022 -0.04 -0.12 -0.09
H 0.246 -2.200 -1.425 0.07 0.19 0.06
H 1.265 -0.690 -1.592 -0.04 0.01 0.18
H 2.588 -1.304 0.859 -0.12 0.07 -0.03
H 1.328 1.395 -0.260 0.00 -0.23 0.07
H 2.390 1.374 1.243 -0.12 -0.06 -0.15
H 0.475 -0.104 2.377 0.03 -0.01 -0.17
```
Forces are in eV/Å.

Values from the calculation:
ΔE to the lowest compared entry with this formula, charge and spin   6.8889 eV
LUMO energy   1.078 eV
Kohn-Sham gap   8.81 eV

Mulliken population analysis, charges in e, atoms 1 to 4: number 1, C, carries -0.56; number 2, C, carries -0.43; number 3, C, carries -0.13; number 4, C, carries -0.61

Entry 6:
Molecular formula: C7H10
Method: DFT, ωB97M-V/def2-TZVPD

```
17
Properties=species:S:1:pos:R:3:forces:R:3
C -0.316 -0.872 0.957 0.81 -0.34 0.49
C -2.042 0.222 -0.169 -0.92 0.51 -0.36
C -0.644 0.087 -0.149 1.04 0.16 0.30
C 0.470 1.417 0.096 -0.98 -0.13 -0.15
C 1.609 0.571 0.403 0.50 -0.22 0.10
C 1.390 -0.691 -0.132 -0.22 -0.45 0.32
C 0.269 -0.626 -1.173 -0.04 0.01 -0.13
H -0.585 -1.933 0.841 -0.07 0.57 -0.04
H -0.139 -0.539 1.991 -0.41 -0.09 -0.41
H -2.508 0.582 0.742 -0.05 -0.06 -0.09
H -2.662 0.172 -1.067 0.22 -0.08 0.26
H 0.402 1.865 -0.894 0.28 -0.01 0.00
H 0.258 2.199 0.840 -0.21 -0.44 -0.11
H 2.223 0.714 1.289 0.00 0.02 -0.24
H 2.023 -1.562 0.031 0.06 0.30 -0.24
H 0.523 -0.066 -2.080 -0.07 0.04 0.08
H -0.112 -1.612 -1.471 0.05 0.20 0.22
```
Forces are in eV/Å.

Values from the calculation:
ΔE to the lowest compared entry with this formula, charge and spin   5.4449 eV
LUMO energy (spin up / spin down)   0.412 / 0.485 eV
Kohn-Sham gap (spin up / spin down)   7.31 / 8.00 eV

Mulliken population analysis, charges in e, atoms 1 to 4: number 1, C, carries -0.61; number 2, C, carries -1.13; number 3, C, carries 0.43; number 4, C, carries -0.58

Entry 7:
Molecular formula: C7H10
Method: DFT, ωB97M-V/def2-TZVPD

```
17
Properties=species:S:1:pos:R:3:forces:R:3
C -0.493 0.271 1.852 0.02 0.04 0.04
C -0.003 0.171 0.411 -0.09 -0.03 0.04
C 0.796 1.361 -0.111 0.13 0.34 0.52
C -0.090 0.078 -1.835 -0.34 -0.66 -0.21
C 0.278 -1.184 -1.402 0.36 0.06 -0.31
C 0.646 -1.188 0.055 -0.05 -0.03 0.02
C -0.981 0.218 -0.714 -0.29 0.27 0.13
H 0.366 0.359 2.527 -0.11 -0.01 -0.10
H -1.114 1.163 1.988 0.10 -0.13 -0.02
H -1.071 -0.609 2.160 0.09 0.12 -0.09
H 1.420 1.872 0.641 -0.04 -0.10 -0.13
H 0.250 2.082 -0.716 0.09 -0.14 -0.02
H -0.280 0.352 -2.868 0.04 -0.03 0.15
H 0.429 -2.038 -2.062 0.02 0.15 0.07
H 1.738 -1.254 0.182 -0.16 0.00 -0.03
H 0.166 -2.003 0.609 0.07 0.13 -0.04
H -2.057 0.349 -0.717 0.17 0.02 -0.02
```
Forces are in eV/Å.

Values from the calculation:
ΔE to the lowest compared entry with this formula, charge and spin   5.8404 eV
LUMO energy (spin up / spin down)   0.522 / 0.712 eV
Kohn-Sham gap (spin up / spin down)   7.15 / 7.77 eV

Mulliken population analysis, charges in e, atoms 1 to 4: number 1, C, carries -1.71; number 2, C, carries 1.64; number 3, C, carries -1.17; number 4, C, carries -0.39

Entry 8:
Molecular formula: C7H10
Method: DFT, ωB97M-V/def2-TZVPD

```
17
Properties=species:S:1:pos:R:3:forces:R:3
C 1.552 0.846 0.659 0.14 0.15 -0.02
C 1.559 -0.609 0.276 0.24 -0.21 -0.03
C 0.619 -0.908 -0.898 -0.02 -0.02 -0.13
C -0.492 -0.184 -0.118 -0.04 0.07 0.00
C -1.971 -0.357 -0.051 -0.11 -0.17 0.05
C -1.377 0.911 -0.619 0.01 0.19 -0.08
C 0.417 -0.026 1.084 -0.18 0.05 0.23
H 1.351 1.617 -0.085 0.10 -0.15 0.07
H 2.266 1.132 1.426 -0.08 -0.10 -0.10
H 2.348 -1.270 0.620 -0.14 0.12 -0.04
H 0.435 -1.982 -1.009 -0.02 0.17 0.05
H 0.896 -0.486 -1.873 -0.06 -0.05 0.15
H -2.479 -1.034 -0.732 0.14 0.08 0.06
H -2.412 -0.312 0.943 0.05 -0.01 -0.19
H -1.454 1.049 -1.695 0.04 -0.04 0.17
H -1.399 1.833 -0.044 -0.15 -0.16 -0.03
H 0.141 -0.221 2.117 0.07 0.09 -0.16
```
Forces are in eV/Å.

Values from the calculation:
ΔE to the lowest compared entry with this formula, charge and spin   2.4289 eV
LUMO energy   1.197 eV
Structure (SMILES)   C1[C@@H]2CC3(CC3)[C@H]12
Kohn-Sham gap   10.52 eV

Mulliken population analysis, charges in e, atoms 1 to 4: number 1, C, carries -0.67; number 2, C, carries -0.17; number 3, C, carries -0.66; number 4, C, carries 0.75

Entry 9:
Molecular formula: C7H10
Method: DFT, ωB97M-V/def2-TZVPD

```
17
Properties=species:S:1:pos:R:3:forces:R:3
C -0.175 0.151 1.962 -0.15 0.05 -0.06
C -1.316 0.518 1.379 0.16 -0.04 0.07
C -1.334 0.158 -0.090 -0.02 0.01 -0.07
C 0.139 -0.148 -0.361 0.00 0.02 0.05
C 0.764 -0.519 0.983 0.05 0.01 -0.01
C 0.909 0.723 -1.315 0.04 0.23 0.05
C 0.624 -0.715 -1.657 -0.04 -0.23 -0.07
H 0.061 0.278 3.015 -0.07 -0.03 -0.16
H -2.155 0.991 1.883 0.14 -0.09 -0.05
H -1.971 -0.723 -0.263 0.09 0.12 0.03
H -1.719 0.960 -0.732 0.06 -0.10 0.10
H 0.769 -1.609 1.140 0.00 0.15 -0.01
H 1.803 -0.176 1.069 -0.16 -0.04 -0.01
H 0.365 1.498 -1.851 0.08 -0.16 0.08
H 1.927 0.993 -1.044 -0.16 -0.07 -0.06
H 1.454 -1.418 -1.629 -0.15 0.12 0.00
H -0.114 -0.921 -2.430 0.13 0.05 0.12
```
Forces are in eV/Å.

Values from the calculation:
ΔE to the lowest compared entry with this formula, charge and spin   1.1631 eV
LUMO energy   1.177 eV
Structure (SMILES)   C1=CCC2(C1)CC2
Kohn-Sham gap   10.26 eV

Mulliken population analysis, charges in e, atoms 1 to 4: number 1, C, carries -0.39; number 2, C, carries -0.39; number 3, C, carries -0.76; number 4, C, carries 0.82

Entry 10:
Molecular formula: C7H10
Method: DFT, ωB97M-V/def2-TZVPD

```
17
Properties=species:S:1:pos:R:3:forces:R:3
C 0.368 0.711 2.576 -0.25 -0.03 -0.37
C -0.337 0.575 1.607 0.29 0.05 0.31
C -1.146 0.325 0.437 -0.10 0.06 0.17
C -0.746 -0.845 -0.448 -0.02 -0.14 -0.06
C 0.421 -1.729 -0.054 0.02 0.02 -0.01
C -0.590 0.564 -0.954 0.00 0.06 -0.11
C 0.749 1.233 -1.157 0.03 -0.03 0.06
H 0.996 0.833 3.430 -0.13 0.01 -0.13
H -2.211 0.499 0.571 0.18 -0.03 0.02
H -1.593 -1.391 -0.859 0.12 0.12 0.06
H 0.346 -2.031 0.997 -0.01 0.02 -0.15
H 0.430 -2.634 -0.667 0.03 0.12 0.04
H 1.387 -1.232 -0.177 -0.13 -0.03 0.01
H -1.347 0.872 -1.674 0.11 -0.07 0.13
H 1.221 0.901 -2.089 -0.07 0.02 0.14
H 0.623 2.321 -1.212 0.01 -0.17 0.02
H 1.430 1.028 -0.327 -0.06 0.01 -0.12
```
Forces are in eV/Å.

Values from the calculation:
ΔE to the lowest compared entry with this formula, charge and spin   2.3911 eV
LUMO energy   1.090 eV
Structure (SMILES)   C#C[C@@H]1[C@H](C)[C@@H]1C
Kohn-Sham gap   10.36 eV

Mulliken population analysis, charges in e, atoms 1 to 4: number 1, C, carries 0.44; number 2, C, carries -0.79; number 3, C, carries -0.54; number 4, C, carries 0.10

Entry 11:
Molecular formula: C7H10
Method: DFT, ωB97M-V/def2-TZVPD

```
17
Properties=species:S:1:pos:R:3:forces:R:3
C 1.511 -0.835 -0.099 0.65 0.29 0.73
C 1.033 0.600 -0.041 -0.02 0.30 -0.55
C -0.094 0.992 0.882 -0.04 0.12 0.21
C -1.022 -0.112 1.275 -0.07 -0.06 -0.09
C -1.612 -0.657 0.208 0.04 -0.07 0.05
C -1.052 -0.083 -1.071 -0.04 -0.24 -0.21
C -0.245 1.119 -0.617 0.32 -0.23 -0.42
H 2.108 -1.099 -0.986 -0.24 0.21 0.29
H 2.146 -0.665 0.760 1.07 -1.17 0.19
H 0.859 -1.670 0.197 -0.18 0.61 -0.35
H 1.888 1.266 -0.124 -0.18 0.16 0.33
H 0.061 1.845 1.532 -0.16 0.01 -0.05
H -1.107 -0.472 2.295 -0.16 0.12 -0.11
H -2.249 -1.537 0.207 0.03 0.14 0.14
H -0.269 -0.809 -1.352 -0.67 -0.07 -0.58
H -1.707 0.041 -1.935 -0.23 0.13 0.31
H -0.246 2.077 -1.132 -0.13 -0.26 0.11
```
Forces are in eV/Å.

Values from the calculation:
ΔE to the lowest compared entry with this formula, charge and spin   1.9121 eV
LUMO energy   1.163 eV
Structure (SMILES)   C[C@@H]1[C@@H]2C=CC[C@H]12
Kohn-Sham gap   9.87 eV

Mulliken population analysis, charges in e, atoms 1 to 4: number 1, C, carries -1.52; number 2, C, carries -0.13; number 3, C, carries -0.20; number 4, C, carries -0.42

Entry 12:
Molecular formula: C7H10
Method: DFT, ωB97M-V/def2-TZVPD

```
17
Properties=species:S:1:pos:R:3:forces:R:3
C -1.797 0.562 -0.073 0.03 0.03 0.02
C -1.014 -0.729 -0.188 -0.14 -0.02 -0.02
C 0.160 -1.078 0.701 0.03 -0.10 0.18
C 0.856 0.056 1.378 0.05 0.11 -0.14
C 1.427 0.879 0.498 -0.10 -0.05 0.12
C 1.217 0.419 -0.928 0.00 0.00 -0.02
C 0.365 -0.840 -0.783 0.08 -0.03 -0.16
H -2.557 0.616 -0.861 0.13 -0.01 0.08
H -2.312 0.618 0.893 0.06 0.00 -0.16
H -1.165 1.450 -0.162 -0.06 -0.15 0.05
H -1.640 -1.591 -0.414 0.09 0.12 0.05
H 0.199 -2.071 1.141 0.00 0.16 -0.09
H 0.860 0.190 2.456 0.03 -0.02 -0.16
H 1.952 1.797 0.749 -0.08 -0.11 -0.02
H 0.721 1.195 -1.528 0.06 -0.10 0.06
H 2.169 0.200 -1.427 -0.12 0.03 0.07
H 0.562 -1.673 -1.452 -0.05 0.14 0.11
```
Forces are in eV/Å.

Values from the calculation:
ΔE to the lowest compared entry with this formula, charge and spin   1.1274 eV
LUMO energy   1.182 eV
Structure (SMILES)   C[C@@H]1[C@@H]2C=CC[C@H]12
Kohn-Sham gap   9.93 eV

Mulliken population analysis, charges in e, atoms 1 to 4: number 1, C, carries -1.36; number 2, C, carries -0.06; number 3, C, carries -0.13; number 4, C, carries -0.50

- Which formula does entry 10 have?
  C7H10

- The highest ΔE to the lowest compared entry with this formula, charge and spin belongs to which entry?
  number 5

Copy entry 2 word for word.
Molecular formula: C7H10
Method: DFT, ωB97M-V/def2-TZVPD

```
17
Properties=species:S:1:pos:R:3:forces:R:3
C 1.693 -0.413 2.127 -0.20 0.13 -0.24
C 0.962 -0.010 1.259 0.23 -0.13 0.25
C 0.042 0.429 0.226 0.02 -0.10 0.06
C -1.071 -0.565 -0.080 -0.04 0.03 -0.01
C -0.553 -1.812 -0.795 0.04 -0.08 -0.03
C 0.610 1.248 -0.911 0.13 -0.02 -0.16
C -0.237 1.909 0.130 -0.13 0.15 0.13
H 2.340 -0.763 2.902 -0.11 0.07 -0.15
H -1.827 -0.064 -0.698 0.10 -0.06 0.11
H -1.557 -0.842 0.864 0.07 0.06 -0.16
H -0.350 -1.610 -1.852 0.00 0.00 0.16
H -1.277 -2.630 -0.740 0.06 0.10 -0.05
H 0.379 -2.159 -0.339 -0.13 0.01 -0.01
H 1.677 1.443 -0.908 -0.16 -0.03 0.01
H 0.177 1.085 -1.895 0.06 0.01 0.17
H -1.248 2.194 -0.146 0.11 -0.04 0.05
H 0.240 2.561 0.855 -0.04 -0.11 -0.13
```
Forces are in eV/Å.

Values from the calculation:
ΔE to the lowest compared entry with this formula, charge and spin   2.3884 eV
LUMO energy   1.142 eV
Structure (SMILES)   C#CC1(CC)CC1
Kohn-Sham gap   10.48 eV

Mulliken population analysis, charges in e, atoms 1 to 4: number 1, C, carries 0.20; number 2, C, carries -1.01; number 3, C, carries 0.90; number 4, C, carries -0.68